This record from OMol25 describes 5 unconnected molecules or ions with the total composition C29H66O13S at a distorted geometry. The level of theory is the ωB97M-V functional and the def2-TZVPD basis.

Net charge: 0
LUMO level (eV): 0.44
SMILES string: COCCCCCCCCCC[C@H]1COS(=O)(=O)O1.COCCOC.COCCOC.COCCOC.COCCOC
2S+1: 1
Orbital gap (eV): 9.24

Cartesian coordinates (Å):
S 2.35 -1.38 -2.67
O -1.80 4.38 4.24
O -2.88 6.61 5.84
O 2.50 -0.53 -1.25
O 1.67 -2.68 -2.60
O -0.16 -6.49 2.30
O -2.44 -5.48 -3.62
O -1.15 0.48 1.53
O 0.02 1.82 -6.41
O -1.00 4.10 -4.83
O 1.67 -0.39 -3.53
O -3.02 -5.76 2.56
O 3.98 -1.59 -2.92
O -2.02 -2.89 -4.93
C -1.81 3.11 -5.45
C -2.35 -4.09 -5.60
C -1.01 0.79 2.92
C -2.90 4.29 5.15
C -0.79 2.81 0.63
C -0.43 5.00 -5.76
C -2.73 -4.81 -2.41
C -0.67 -2.88 -4.46
C -0.89 -5.68 1.39
C -3.19 -4.99 -4.72
C -0.52 -7.86 2.21
C 3.73 1.99 1.11
C 0.73 2.41 0.62
C -1.08 1.77 -5.51
C -2.34 7.54 4.91
C 5.08 0.13 2.41
C -3.66 5.60 5.22
C -1.98 -4.90 2.09
C -2.95 -5.99 3.95
C 4.75 -1.24 1.72
C 2.68 1.94 2.26
C 5.12 1.35 1.44
C 3.51 -1.21 0.78
C 1.50 2.91 1.88
C 4.55 -1.86 -1.61
C -1.76 1.60 0.87
C 1.26 1.92 -5.74
C 3.83 -0.82 -0.69
C -0.55 4.51 4.90
H -2.01 -5.13 -1.66
H -3.22 -5.08 4.50
H -0.76 1.46 -4.51
H 4.45 0.27 3.30
H -0.16 -8.29 1.27
H -1.64 8.18 5.44
H 5.77 2.13 1.88
H 1.49 0.98 -5.23
H 0.09 4.47 -6.56
H 0.20 4.72 4.15
H 0.05 0.63 3.21
H -1.21 5.64 -6.19
H -3.99 5.91 4.23
H -2.93 -3.82 -6.49
H -4.55 5.45 5.84
H -2.64 1.90 1.48
H -3.57 3.51 4.77
H -3.52 -5.86 -5.30
H -1.60 -8.00 2.29
H -1.07 3.27 -0.33
H 1.96 3.89 1.71
H -1.77 1.01 -5.89
H 4.53 -1.95 2.55
H 4.34 0.14 -0.87
H 4.47 -2.93 -1.35
H -0.56 5.32 5.63
H 3.28 1.62 0.17
H -2.66 -3.72 -2.53
H 1.27 2.74 -5.01
H -3.74 -5.07 -2.06
H 3.11 -2.24 0.73
H -0.95 3.51 1.47
H 2.03 2.11 -6.48
H 2.23 0.95 2.43
H -0.45 -3.77 -3.88
H 3.92 3.07 0.92
H 0.02 -2.81 -5.31
H -1.57 -4.31 2.92
H -2.12 3.42 -6.45
H -0.54 -2.00 -3.83
H -2.44 -4.21 1.38
H -3.66 -6.77 4.20
H 6.12 0.02 2.80
H 1.16 2.91 -0.27
H 0.90 1.32 0.46
H -1.81 7.03 4.10
H -0.18 -4.97 0.95
H -2.56 3.98 6.14
H -2.70 2.99 -4.83
H -1.95 -6.32 4.26
H 3.15 2.24 3.22
H -0.29 3.56 5.40
H -2.18 1.22 -0.08
H -0.04 -8.39 3.04
H -1.27 1.83 3.19
H -1.70 0.12 3.49
H 0.77 2.89 2.72
H -3.14 8.16 4.49
H 5.64 1.00 0.52
H 0.28 5.63 -5.23
H 5.59 -1.51 -1.76
H -1.45 -4.62 -5.94
H -1.31 -6.28 0.57
H -4.09 -4.46 -4.37
H 2.68 -0.58 1.13
H 5.67 -1.64 1.23

---

This record from OMol25 describes a molecular structure, C51H62As2N5O13SSrTe at a distorted geometry. The level of theory is the ωB97M-V functional and the def2-TZVPD basis.

Net charge: 0
LUMO level (alpha / beta) (eV): -0.27 / -0.27
2S+1: 2
Orbital gap (alpha / beta) (eV): 5.06 / 7.65

Cartesian coordinates (Å):
Te -1.96 2.40 -1.62
Sr 0.07 -0.36 1.41
As 2.19 -2.29 0.63
As 5.68 -2.70 1.47
S -0.80 -0.92 -1.55
O 3.51 -1.40 -2.81
O 6.19 0.00 -1.05
O -5.62 -3.53 4.74
O -0.75 -3.28 1.17
O 6.84 -2.00 -1.74
O 4.86 -0.47 4.29
O 5.43 -2.55 4.78
O 1.19 4.02 0.54
O 0.74 -1.66 3.20
O 2.75 0.18 -1.39
O -1.96 -1.50 1.74
O -5.39 -5.83 4.63
O 2.39 -2.06 4.68
N -0.50 1.01 3.37
N -0.34 2.90 -0.62
N 0.16 -2.42 -3.48
N 2.04 1.11 1.70
N -0.14 -3.48 -1.46
C -3.46 2.38 -4.20
C 0.76 7.25 -3.12
C -2.79 5.80 -2.65
C 2.40 1.04 -2.47
C 0.62 1.95 3.57
C 0.24 6.40 -0.93
C 0.28 -4.75 -2.02
C 4.83 -1.63 3.97
C 3.32 -0.99 -1.69
C -2.99 3.35 -3.29
C 2.94 -2.04 2.40
C -3.13 4.71 -3.60
C -3.45 0.90 -3.97
C 1.96 -1.90 3.40
C -1.72 -2.74 1.75
C -3.37 2.87 -0.10
C 4.30 -2.10 2.69
C -4.77 4.55 -7.03
C 0.86 4.89 -2.70
C -4.55 -3.85 3.93
C 6.03 -1.19 -1.02
C 1.43 -1.85 5.70
C -4.42 -5.24 3.87
C -4.05 2.80 -5.39
C -4.16 4.14 -5.73
C -3.40 4.15 0.42
C 7.04 -1.35 1.88
C 6.53 -3.38 -1.87
C 0.41 3.97 -0.42
C 1.02 5.96 -3.56
C 2.52 -4.23 0.55
C 1.36 -4.49 -3.07
C -3.44 -5.84 3.13
C -5.02 2.19 1.47
C 5.07 -3.92 4.65
C 0.83 -3.53 -4.13
C -4.08 0.44 -0.04
C -5.08 3.47 1.98
C -6.14 -4.77 5.20
C 1.97 1.38 3.15
C -4.27 4.46 1.46
C 5.00 -1.83 -0.15
C -2.69 -3.61 2.50
C -2.57 -4.99 2.44
C -0.22 -2.38 -2.20
C -3.70 5.07 -4.81
C -3.71 -3.01 3.26
C 0.37 7.47 -1.80
C -4.15 1.85 0.43
C 0.47 5.11 -1.39
C 3.71 -1.70 -0.45
H 1.71 -4.71 1.10
H -0.42 -3.41 -0.48
H -2.62 6.73 -3.18
H 2.76 2.08 3.45
H 1.83 2.00 1.24
H 1.06 3.88 -3.04
H 2.99 0.87 1.44
H 2.94 0.76 -3.37
H -3.80 6.13 -5.04
H 1.98 -1.97 6.64
H -4.22 4.12 -7.87
H 1.69 -5.42 -3.53
H 2.68 2.05 -2.15
H -2.62 0.52 -3.36
H 1.34 5.79 -4.58
H -0.28 0.13 3.85
H -4.29 5.46 1.87
H 3.99 -4.02 4.51
H -4.38 0.60 -3.48
H 7.04 -3.70 -2.77
H 1.32 0.97 -2.62
H 2.18 0.45 3.70
H 2.53 -4.59 -0.48
H 0.13 -4.05 -4.80
H 5.60 -4.39 3.81
H -2.73 4.92 0.05
H -3.61 5.95 -1.96
H -1.34 1.36 3.80
H 0.62 -2.58 5.63
H 7.41 -1.53 2.89
H 0.70 2.25 4.63
H -6.05 -4.82 6.30
H -4.20 0.37 -1.12
H 7.87 -1.46 1.18
H -3.80 -1.94 3.29
H -1.89 5.58 -2.07
H 0.14 -1.52 -3.95
H -5.64 1.41 1.90
H -0.03 6.56 0.10
H -5.80 4.21 -7.10
H -3.34 -6.91 3.08
H 2.23 -4.03 -2.59
H 3.48 -4.48 1.03
H 6.63 -0.34 1.81
H -1.76 -5.40 1.85
H 0.88 8.09 -3.79
H -3.41 0.38 -4.92
H -3.12 -0.03 0.22
H -4.87 -0.15 0.42
H -4.41 2.05 -6.08
H -4.77 5.64 -7.15
H 0.65 -5.37 -1.21
H -5.77 3.70 2.79
H 6.91 -3.94 -1.00
H 0.18 8.47 -1.45
H -0.57 -5.27 -2.48
H 0.43 2.84 2.98
H -7.19 -4.86 4.89
H 5.45 -3.53 -1.98
H 5.37 -4.39 5.58
H 1.65 -3.13 -4.73
H 1.01 -0.85 5.65

---

This record from OMol25 describes a molecular structure, C8H6BrNO3 at a distorted geometry. The level of theory is the ωB97M-V functional and the def2-TZVPD basis.

Net charge: 0
LUMO level (alpha / beta) (eV): -0.39 / -0.39
2S+1: 1
ΔE to the lowest compared entry with this formula, charge and spin (kcal/mol): 48.6
Orbital gap (alpha / beta) (eV): 8.54 / 8.54

Cartesian coordinates (Å):
Br 2.92 -1.60 0.51
O -0.04 2.08 -1.22
O 1.79 2.00 0.02
O 3.55 1.08 0.85
N 2.39 0.90 0.55
C -1.99 0.24 0.78
C -2.49 -0.89 0.20
C 1.03 1.62 -1.03
C 0.25 -0.38 0.25
C -0.64 0.48 0.84
C 1.71 -0.19 0.31
C -1.62 -1.76 -0.44
C -0.27 -1.44 -0.54
H -0.18 1.48 1.29
H 1.51 1.05 -1.78
H -3.56 -1.07 0.28
H 0.40 -2.08 -1.08
H -2.07 -2.66 -0.80
H -2.70 1.13 1.01

---

Look up the net charge of the second one. 0

---

Please write out number 3 again, unchanged.
This record from OMol25 describes a molecular structure, C8H6BrNO3 at a distorted geometry. The level of theory is the ωB97M-V functional and the def2-TZVPD basis.

Net charge: 0
LUMO level (alpha / beta) (eV): -0.39 / -0.39
2S+1: 1
ΔE to the lowest compared entry with this formula, charge and spin (kcal/mol): 48.6
Orbital gap (alpha / beta) (eV): 8.54 / 8.54

Cartesian coordinates (Å):
Br 2.92 -1.60 0.51
O -0.04 2.08 -1.22
O 1.79 2.00 0.02
O 3.55 1.08 0.85
N 2.39 0.90 0.55
C -1.99 0.24 0.78
C -2.49 -0.89 0.20
C 1.03 1.62 -1.03
C 0.25 -0.38 0.25
C -0.64 0.48 0.84
C 1.71 -0.19 0.31
C -1.62 -1.76 -0.44
C -0.27 -1.44 -0.54
H -0.18 1.48 1.29
H 1.51 1.05 -1.78
H -3.56 -1.07 0.28
H 0.40 -2.08 -1.08
H -2.07 -2.66 -0.80
H -2.70 1.13 1.01

---

2S+1 of number 3 (C8H6BrNO3)? 1

---

Which of these has the highest 2S+1? C51H62As2N5O13SSrTe